# 1
C30H62N3O | the ωB97M-V functional and the def2-TZVPD basis

- E_LUMO (eV) = -2.689
- net charge = +1
- frontier orbital gap (eV) = 8.98

```
96
Properties=species:S:1:pos:R:3:forces:R:3
C 0.025 -8.850 3.935 0.159 1.108 0.151
C 0.262 -7.283 3.697 -0.933 -0.432 -0.206
C -0.837 -6.779 2.678 0.837 0.503 -0.365
C -0.404 -7.024 1.181 -0.798 0.004 0.311
C -1.552 -6.479 0.230 0.372 0.311 1.002
C -1.265 -4.956 -0.097 -0.126 -0.842 -0.318
C -0.336 -4.859 -1.393 -0.611 0.391 0.697
C -0.936 -3.768 -2.364 0.400 -0.197 -0.087
C -0.544 -2.297 -1.928 -0.082 -1.007 0.049
C -1.237 -1.187 -2.809 0.106 -0.297 0.922
C -0.309 0.052 -3.117 -0.672 -0.932 -0.491
C -1.156 1.196 -3.805 0.435 0.134 0.203
C -0.776 2.645 -3.291 -0.476 -1.059 0.309
C -1.306 2.778 -1.798 0.813 1.014 -0.687
C -0.631 4.020 -1.058 -2.653 -0.526 -1.190
N 0.820 3.708 -0.900 0.091 -0.133 -0.388
C 1.428 3.902 0.438 2.482 0.511 2.523
C 2.774 4.743 0.195 0.054 -0.251 -0.419
C 3.752 4.718 1.415 0.246 -0.156 -0.068
N 4.955 4.267 1.390 -1.738 0.583 -0.590
C 1.853 2.525 1.117 0.015 -0.425 -0.689
C 2.941 1.726 0.302 -0.423 -0.914 0.670
C 3.373 0.428 1.120 -1.108 -0.163 0.231
C 3.258 -0.912 0.298 1.071 -0.547 0.222
C 3.873 -0.849 -1.148 -1.099 0.472 -0.210
N 4.085 -2.194 -1.754 0.111 0.789 -0.269
C 0.578 4.722 1.491 0.087 0.276 0.597
O -0.607 5.352 1.000 0.621 -1.258 -0.460
C -1.423 4.410 0.245 -0.693 0.659 0.031
C -2.656 5.289 -0.251 1.054 0.962 0.126
C -3.376 6.059 0.933 -0.203 -0.464 -0.391
C -1.841 3.178 1.148 0.160 -0.483 -0.839
C -3.271 2.565 0.865 -0.141 -0.719 1.251
C -4.313 2.898 2.026 -0.083 -0.590 -1.034
H -0.353 -8.998 4.983 0.550 -0.129 -1.017
H -0.787 -9.173 3.240 0.806 -0.063 0.494
H 0.973 -9.408 3.743 -0.961 0.183 0.316
H 0.150 -6.727 4.662 0.183 -0.480 -0.761
H 1.288 -7.073 3.296 -0.926 -0.192 0.330
H -1.021 -5.672 2.798 0.110 -1.030 -0.020
H -1.808 -7.310 2.846 0.772 0.467 0.036
H 0.541 -6.457 0.976 -0.633 -0.630 0.134
H -0.223 -8.124 1.048 -0.078 0.989 -0.044
H -1.646 -7.094 -0.698 0.055 0.627 0.642
H -2.518 -6.562 0.805 0.838 0.008 -0.673
H -2.249 -4.442 -0.272 0.923 -0.331 -0.001
H -0.798 -4.465 0.802 -0.391 -0.474 -0.858
H -0.297 -5.879 -1.860 -0.134 1.060 0.183
H 0.714 -4.630 -1.065 -0.843 0.011 -0.510
H -0.596 -3.957 -3.419 -0.229 0.285 0.881
H -2.055 -3.903 -2.357 1.012 0.259 -0.080
H 0.585 -2.261 -1.970 -1.041 0.241 -0.011
H -0.842 -2.218 -0.842 0.383 0.233 -1.005
H -1.626 -1.694 -3.731 0.457 0.757 0.541
H -2.140 -0.834 -2.236 0.731 -0.230 -0.625
H 0.196 0.360 -2.163 -0.457 -0.073 -0.680
H 0.498 -0.330 -3.803 -0.604 0.627 0.609
H -2.248 1.033 -3.590 0.982 0.120 -0.238
H -1.011 1.114 -4.911 -0.217 0.217 0.900
H -1.294 3.403 -3.936 0.740 -0.484 0.614
H 0.346 2.741 -3.361 -0.993 0.150 -0.023
H -1.071 1.844 -1.224 -0.512 0.716 -0.404
H -2.403 2.979 -1.875 0.970 -0.477 0.338
H -0.718 4.866 -1.795 0.309 -0.592 0.993
H 1.338 4.285 -1.578 -0.189 -0.205 0.319
H 0.970 2.737 -1.225 0.051 0.309 0.342
H 2.518 5.803 -0.105 0.111 -0.948 0.491
H 3.307 4.293 -0.691 -0.311 0.381 0.826
H 3.363 5.109 2.391 0.329 -0.319 -0.873
H 5.143 3.962 0.421 0.285 0.048 0.427
H 0.964 1.831 1.204 0.698 0.818 -0.089
H 2.191 2.682 2.180 -0.235 0.221 -1.146
H 2.426 1.347 -0.631 0.830 0.562 0.598
H 3.873 2.294 0.086 -1.008 -0.258 -0.149
H 4.375 0.551 1.617 -0.856 -0.061 -0.804
H 2.637 0.335 1.972 0.797 0.019 -0.703
H 2.204 -1.309 0.257 0.878 0.623 -0.050
H 3.840 -1.697 0.860 -0.588 0.701 -0.531
H 3.121 -0.311 -1.803 0.849 -0.088 0.618
H 4.822 -0.256 -1.171 -0.715 -0.564 0.202
H 4.857 -2.088 -2.421 -0.238 -0.295 0.336
H 3.277 -2.397 -2.350 0.294 -0.131 0.379
H 1.228 5.551 1.889 -0.736 -0.731 -0.524
H 0.395 4.056 2.384 -0.212 0.541 -0.988
H -3.343 4.730 -0.926 0.472 0.294 0.763
H -2.180 6.088 -0.892 -0.483 -0.840 0.509
H -2.972 5.709 1.912 -0.360 0.481 -0.716
H -4.472 5.853 0.910 0.855 0.214 0.074
H -3.239 7.165 0.822 -0.008 -1.084 0.238
H -1.097 2.357 0.929 -0.627 0.786 0.473
H -1.755 3.415 2.242 -0.078 0.020 -1.093
H -3.147 1.444 0.921 -0.098 1.070 -0.213
H -3.685 2.772 -0.148 0.356 0.056 0.860
H -5.207 2.230 1.870 0.861 0.629 0.318
H -3.844 2.645 3.012 -0.540 0.428 -0.824
H -4.697 3.942 1.978 0.531 -0.760 0.275
```
Positions in Å, forces in eV/Å.

=====

# 2
C30H63AuN8OSi4 | the ωB97M-V functional and the def2-TZVPD basis

- E_LUMO (eV) = 0.541
- net charge = 0
- frontier orbital gap (eV) = 7.92

```
107
Properties=species:S:1:pos:R:3:forces:R:3
Au -1.181 -0.418 -0.276 0.489 0.576 0.526
C 1.301 1.558 3.004 -0.417 -0.780 0.708
N 1.472 0.134 3.273 1.395 0.540 -0.051
C 2.713 -0.359 2.646 -1.059 -0.193 -0.041
C 0.362 -0.646 3.192 -2.077 -1.669 0.101
N 0.387 -1.748 2.521 1.325 1.229 -0.441
C -0.523 -2.761 2.565 -0.568 -0.561 0.830
C -0.861 -3.423 3.768 -0.775 -1.174 -1.491
C -1.700 -4.557 3.745 1.112 1.287 -0.044
C -2.130 -5.060 2.526 -1.086 -0.259 0.023
C -1.909 -4.355 1.353 0.911 1.019 0.724
C -1.084 -3.207 1.366 -0.512 -0.386 -0.577
N -0.867 -2.535 0.097 -0.200 -0.582 1.811
C -0.423 -3.357 -0.810 -0.667 -0.130 -2.158
N 0.443 -4.366 -0.649 1.514 -1.380 0.644
C 0.373 -5.681 -1.354 -0.392 0.752 0.889
C 1.484 -4.296 0.409 -0.647 -0.416 -0.093
N -0.944 -3.244 -2.059 0.703 -1.001 -1.111
C -2.291 -2.850 -2.278 -0.423 0.880 -0.464
C -0.213 -3.381 -3.338 0.091 -0.097 1.417
N -0.787 -0.222 3.886 0.457 0.428 -0.286
C -0.638 0.485 5.137 -0.338 0.185 0.451
C -2.160 -0.616 3.521 0.689 0.149 0.160
H 0.985 1.697 1.971 -0.236 0.217 0.023
H 2.255 2.016 3.175 0.461 0.457 -0.036
H 0.605 1.942 3.749 -0.094 0.433 -0.567
H 3.553 0.260 2.920 0.167 0.188 0.594
H 2.636 -0.247 1.563 -0.102 -0.440 -0.272
H 2.866 -1.396 2.935 0.117 0.042 -0.221
H -0.423 -3.139 4.692 0.266 0.548 0.626
H -1.995 -4.932 4.712 -0.019 -0.590 -0.099
H -2.765 -5.946 2.493 0.109 0.212 0.061
H -2.402 -4.607 0.431 0.023 -0.348 -0.235
H -0.560 -5.834 -1.901 0.154 0.444 -0.028
H 0.400 -6.466 -0.599 -0.011 -0.003 0.267
H 1.227 -5.862 -1.991 0.236 0.254 -0.363
H 1.522 -3.246 0.771 0.089 -0.800 -0.004
H 2.450 -4.595 -0.039 -0.341 0.271 0.141
H 1.253 -5.041 1.229 0.151 0.988 -0.643
H -2.931 -3.047 -1.436 -0.154 -0.097 0.352
H -2.686 -3.340 -3.179 0.073 -0.058 0.267
H -2.288 -1.781 -2.469 -0.533 0.458 -0.129
H 0.804 -3.704 -3.129 0.000 0.185 -0.117
H -0.203 -2.381 -3.786 0.072 -0.333 -0.339
H -0.714 -4.139 -3.948 0.037 0.273 -0.185
H 0.408 0.500 5.411 0.212 -0.113 0.164
H -1.201 -0.023 5.950 0.206 0.249 -0.454
H -0.959 1.543 5.086 -0.167 -0.413 0.021
H -2.175 -0.890 2.461 -0.143 -0.033 0.295
H -2.834 0.242 3.664 0.256 -0.138 -0.009
H -2.494 -1.449 4.162 -0.056 0.225 -0.393
N 2.288 -1.868 -1.950 1.324 0.439 0.434
C 3.393 -1.556 -1.735 -0.641 -0.063 -0.190
N 4.713 -1.312 -1.554 -0.852 0.825 0.573
C 5.148 0.049 -1.072 -0.136 0.050 -0.987
C 5.249 1.086 -2.234 -0.360 -0.783 0.082
O 6.106 0.553 -3.269 -0.922 -0.025 0.712
C 5.552 -0.685 -3.734 0.940 0.385 0.704
C 5.527 -1.757 -2.673 0.743 -0.338 -0.167
H 6.144 -0.089 -0.674 0.245 -0.117 0.259
H 4.484 0.400 -0.292 -0.194 -0.043 0.106
H 5.659 2.053 -1.886 -0.078 -0.632 -0.183
H 4.216 1.260 -2.621 0.684 -0.033 0.012
H 6.173 -0.991 -4.544 0.317 -0.209 -0.775
H 4.543 -0.547 -4.031 -1.112 0.366 -0.732
H 6.551 -1.906 -2.287 -0.389 -0.244 -0.194
H 5.098 -2.686 -3.100 0.417 0.424 0.377
C 0.921 4.353 0.863 0.862 -0.461 0.913
Si 0.522 3.419 -0.724 0.351 -0.342 -0.401
C 2.140 2.451 -1.046 -0.397 0.597 -0.445
C 0.196 4.692 -2.094 -0.181 -0.130 -0.416
Si -1.321 1.945 -0.529 -0.913 0.200 0.090
Si -2.587 3.271 1.059 0.190 -0.119 -0.214
C -2.598 5.083 0.512 0.647 0.871 -0.455
C -1.927 3.232 2.840 -0.051 0.631 -0.089
C -4.411 2.841 1.263 -0.142 -1.718 -1.213
Si -2.695 2.057 -2.505 0.154 -0.387 0.720
C -1.593 1.361 -3.885 -1.092 0.214 0.047
C -4.160 0.849 -2.118 0.113 2.275 -0.219
C -3.397 3.717 -3.099 -0.786 -0.305 0.227
H 1.869 4.921 0.821 -0.325 -0.086 -0.371
H 1.090 3.657 1.717 -0.269 0.418 -0.656
H 0.152 5.032 1.184 -0.281 0.300 0.073
H 3.034 3.070 -0.997 0.037 0.270 -0.200
H 2.140 1.866 -1.968 -0.088 0.041 -0.002
H 2.220 1.775 -0.226 0.048 -0.845 0.720
H 0.726 5.623 -1.834 -0.092 -0.211 -0.328
H -0.885 4.917 -2.162 0.502 -0.030 0.123
H 0.507 4.326 -3.108 -0.111 0.336 0.864
H -1.622 5.603 0.648 -0.545 -0.474 -0.253
H -3.253 5.620 1.183 -0.458 0.163 0.443
H -2.963 5.360 -0.502 0.292 -0.566 0.489
H -0.978 3.757 2.966 0.080 -0.047 -0.138
H -1.771 2.202 3.146 -0.136 -0.132 0.170
H -2.642 3.755 3.504 0.156 -0.440 -0.190
H -4.936 2.969 0.283 0.234 0.028 0.762
H -4.905 3.412 2.027 -0.210 0.470 0.337
H -4.537 1.752 1.527 0.137 0.926 -0.201
H -1.009 0.530 -3.501 0.019 -0.246 -0.196
H -0.937 2.144 -4.224 0.476 0.332 -0.086
H -2.234 1.102 -4.742 0.309 -0.312 0.135
H -3.855 0.039 -1.534 0.733 -1.541 0.644
H -4.666 0.544 -3.008 -0.329 -0.409 -0.699
H -4.903 1.343 -1.484 0.003 0.270 -0.121
H -2.667 4.347 -3.578 0.494 0.307 0.031
H -3.905 4.277 -2.296 0.309 -0.163 -0.209
H -4.162 3.553 -3.867 -0.026 -0.185 0.039
```
Positions in Å, forces in eV/Å.

=====

Asked for HOMO energy across the records above, the calculation gives -11.674, -7.379 eV in order.